[1]
Below is a molecular structure, C22H27AsN5O7P2SW, with properties calculated with ωB97M-V/def2-TZVPD.

Each line ends with the natural charge from an NBO analysis.
Element x y z (Å)
W  -0.4053  0.0268  0.9705  1.437
S  -2.1180  1.5972  0.7547  0.241
C  -3.6894  1.0077  0.2639  -0.132
C  -4.8387  1.7544  0.5129  -0.220
C  -6.0598  1.2376  0.1200  -0.193
C  -6.1288  0.0075  -0.5290  -0.184
C  -4.9768  -0.7095  -0.8064  -0.202
C  -3.7445  -0.2038  -0.4048  -0.385
As  -2.0265  -0.9172  -0.8289  0.754
C  -2.3555  -2.8208  -0.5977  -0.373
C  -1.7649  -3.7174  -1.4836  -0.170
C  -1.9153  -5.0863  -1.2983  -0.233
C  -2.6531  -5.5643  -0.2236  -0.190
C  -3.2493  -4.6734  0.6607  -0.207
C  -3.1047  -3.3045  0.4746  -0.235
C  -1.4894  -0.9375  2.5899  -0.329
C  -2.8301  -0.6799  2.9182  -0.215
C  -3.4716  -1.3287  3.9644  -0.174
C  -2.7914  -2.2564  4.7349  -0.185
C  -1.4565  -2.5177  4.4539  -0.204
C  -0.8253  -1.8737  3.4062  -0.212
H  -4.7746  2.7061  1.0247  0.233
H  -6.9667  1.7901  0.3251  0.231
H  -7.0908  -0.3874  -0.8271  0.229
H  -5.0342  -1.6561  -1.3295  0.229
H  -1.1919  -3.3460  -2.3251  0.215
H  -1.4662  -5.7778  -1.9995  0.225
H  -2.7746  -6.6303  -0.0818  0.227
H  -3.8335  -5.0424  1.4939  0.230
H  -3.5688  -2.6143  1.1710  0.239
H  -3.4128  0.0380  2.3632  0.211
H  -4.5058  -1.0913  4.1788  0.217
H  -3.2863  -2.7556  5.5578  0.225
H  -0.8933  -3.2073  5.0691  0.225
H  0.2222  -2.0834  3.2537  0.222
O  3.4287  0.5215  2.8994  -1.009
P  1.9264  0.4360  3.3815  2.566
O  1.7411  -0.1556  4.6919  -1.052
O  1.1613  -0.2419  2.1951  -1.113
O  1.3933  1.9683  3.2682  -1.068
P  1.4221  2.6602  1.8204  2.579
O  0.7766  4.0724  2.0502  -0.966
O  2.7937  2.6561  1.2654  -1.145
O  0.3584  1.9107  0.9749  -1.082
H  3.5526  1.2709  2.2721  0.535
H  1.4135  4.7598  2.2864  0.529
C  4.6277  -0.9957  -0.8765  -0.429
N  3.3732  -0.2544  -0.9860  -0.368
C  3.3711  1.0706  -1.6149  -0.437
C  2.2430  -0.7296  -0.4719  0.696
N  1.0781  -0.1301  -0.5755  -0.809
N  2.3094  -1.9470  0.1626  -0.609
C  1.2092  -2.6445  0.6066  0.666
N  1.4477  -3.9391  0.9017  -0.781
N  0.0607  -2.0913  0.7494  -0.743
H  5.3783  -0.4913  -1.4749  0.243
H  4.5219  -2.0090  -1.2661  0.211
H  4.9888  -1.0220  0.1549  0.219
H  4.3901  1.3174  -1.8928  0.234
H  3.0200  1.8245  -0.9096  0.256
H  2.7658  1.0688  -2.5235  0.211
H  1.1265  0.7354  -1.0983  0.411
H  3.2114  -2.2903  0.4480  0.436
H  2.1919  -4.4334  0.4396  0.413
H  0.6916  -4.4959  1.2666  0.423
H  -0.6740  -2.7476  0.9848  0.441

Output
Calculated total energy in eV: -137116.2900
Frontier orbital gap (alpha / beta) in eV: 6.30 / 6.30
E_HOMO (alpha / beta) in eV: -10.75 / -10.75
LUMO energy (alpha / beta) in eV: -4.5 / -4.5
Total charge: +1
Spin multiplicity: 1

[2]
Below is C4H5NO in the gas phase, with properties calculated with ωB97M-V/def2-TZVPD.

Each line ends with the natural charge from an NBO analysis.
Element x y z (Å)
C  0.0559  1.4067  0.1246  -0.660
C  0.3123  0.0091  0.5903  0.169
N  0.6471  -1.0286  -0.2575  -0.115
O  0.3008  -0.6797  -1.5931  -0.589
C  -0.0996  -0.5364  1.8833  -0.133
C  -0.5383  -1.3252  0.8705  -0.119
H  -0.8579  1.4483  -0.4767  0.244
H  -0.0534  2.0637  0.9903  0.245
H  0.8833  1.7444  -0.5060  0.240
H  0.8011  -1.3192  -2.1267  0.483
H  -1.4513  -1.7829  0.5009  0.234

Output
Calculated total energy in eV: -7760.4558
Frontier orbital gap in eV: 10.05
E_HOMO in eV: -9.32
LUMO energy in eV: 0.7
Spin multiplicity: 1

[3]
Below is 2 unconnected molecules or ions with the total composition C3H4N2O at a distorted geometry, with properties calculated with ωB97M-V/def2-TZVPD.

Each line ends with the natural charge from an NBO analysis.
Element x y z (Å)
C  -0.6675  -0.0275  0.7275  0.129
C  0.2288  -1.2109  -2.1017  0.826
C  0.5324  0.4725  1.4262  -0.371
N  -0.5587  1.2781  0.7172  -0.578
N  -0.6403  -1.6732  -1.4404  -0.780
O  0.8738  -0.7585  -2.9474  -0.538
H  0.3975  0.5404  2.5559  0.207
H  1.5173  0.5377  0.8579  0.216
H  -0.7103  2.2897  0.6807  0.456
H  -0.9731  -1.4483  -0.4758  0.434

Output
Calculated total energy in eV: -8199.3410
Frontier orbital gap in eV: 10.16
E_HOMO in eV: -9.46
LUMO energy in eV: 0.7
Spin multiplicity: 1

[4]
Below is C5H6S3 in the gas phase at a distorted geometry, with properties calculated with ωB97M-V/def2-TZVPD.

Each line ends with the natural charge from an NBO analysis.
Element x y z (Å)
C  1.2603  0.9253  0.1327  -0.282
C  0.5567  0.6935  -1.0725  -0.173
C  0.9711  0.4187  1.3244  -0.161
C  -0.8227  0.3823  -1.0587  -0.467
C  -0.0982  -0.6319  1.3973  -0.546
S  -1.5471  -0.1733  0.4307  0.341
S  -1.7327  0.4350  -2.5173  0.123
S  0.3255  -2.3698  0.8796  -0.025
H  2.0613  1.5760  0.2224  0.220
H  0.7641  0.8769  -2.0624  0.207
H  1.4384  0.6568  2.2859  0.215
H  -0.3132  -0.6356  2.5217  0.265
H  -2.9339  0.1216  -2.0133  0.143
H  0.0705  -2.2754  -0.4705  0.139

Output
Calculated total energy in eV: -37783.5513
Frontier orbital gap (alpha / beta) in eV: 6.07 / 6.63
E_HOMO (alpha / beta) in eV: -5.50 / -8.70
LUMO energy (alpha / beta) in eV: 0.6 / -2.1
Spin multiplicity: 3

[5]
Below is 7 unconnected molecules or ions with the total composition C25H33B2N2O19 at a distorted geometry, with properties calculated with ωB97M-V/def2-TZVPD.

Each line ends with the Mulliken charge.
Element x y z (Å)
N  0.5777  0.3096  -0.0501  2.343
H  0.7539  0.2416  0.9654  -0.024
H  0.8489  -0.5947  -0.4636  0.247
H  1.0408  1.1445  -0.4305  -0.119
H  -0.4149  0.4766  -0.2315  -0.453
O  -2.2192  1.4910  0.2048  -0.501
C  -2.9020  0.9619  -0.6407  0.660
O  -4.1670  0.6752  -0.5541  -0.661
B  -4.5613  -0.1731  -1.7202  1.006
O  -3.3774  -0.1267  -2.6198  -0.718
C  -2.3857  0.4500  -1.9980  0.607
O  -1.2579  0.5964  -2.4049  -0.508
O  -5.8084  0.2804  -2.3089  -0.529
C  -6.7134  -0.7054  -2.2142  0.495
O  -7.8566  -0.6360  -2.5471  -0.591
C  -6.0307  -1.9071  -1.5000  0.525
O  -4.7683  -1.5599  -1.2853  -0.175
O  -6.5570  -2.9383  -1.2273  -0.575
O  1.4534  -2.1383  -1.0663  -0.803
C  0.6271  -3.0109  -1.2096  0.510
O  -0.3714  -2.9815  -2.0464  -0.392
B  -1.1508  -4.2302  -1.9526  1.250
O  -0.4157  -5.0574  -0.9653  -0.552
C  0.5636  -4.3457  -0.4343  0.429
O  1.2864  -4.6951  0.4549  -0.652
O  -1.2791  -4.9212  -3.2370  -0.565
C  -2.5027  -5.4413  -3.3091  0.452
O  -2.9294  -6.1745  -4.1478  -0.601
C  -3.3352  -4.8019  -2.1587  0.556
O  -2.5349  -3.9525  -1.5153  -0.343
O  -4.4959  -4.9951  -1.9661  -0.597
C  1.5188  5.2943  -0.1104  -0.593
C  0.6698  4.8634  -1.3098  -0.553
C  -0.1502  3.6870  -0.7949  -0.158
O  0.6996  3.0892  0.1927  -0.090
C  1.4212  4.0937  0.8577  -0.548
H  1.0925  6.1981  0.3256  0.285
H  2.5644  5.4796  -0.3459  0.239
H  1.3011  4.5810  -2.1549  0.154
H  0.0216  5.6606  -1.6792  0.413
H  -0.4142  2.9238  -1.5194  -0.106
H  -1.0328  4.0565  -0.2609  0.421
H  2.3967  3.6632  1.1055  0.327
H  0.9729  4.3480  1.8278  0.226
C  4.0068  0.2228  -2.2702  -0.418
C  3.2907  0.3035  -3.6172  -0.680
C  2.0408  1.1315  -3.2822  -0.278
O  2.2212  1.6082  -1.9383  -0.381
C  3.6284  1.5635  -1.6810  -0.391
H  5.0896  0.0719  -2.3693  0.444
H  3.7275  -0.6309  -1.6502  0.002
H  3.0387  -0.6155  -4.1441  0.348
H  3.9395  0.8348  -4.3208  0.303
H  1.0981  0.5806  -3.2567  0.169
H  1.8364  1.9377  -3.9980  0.225
H  3.7101  1.6323  -0.5904  0.258
H  4.1899  2.4171  -2.0792  0.309
C  -1.5489  -1.0244  4.0679  -0.768
C  -0.4746  -2.1111  4.1121  -0.480
C  -0.4871  -2.6640  2.7063  -0.543
O  -0.5886  -1.4686  1.9168  -0.134
C  -1.5348  -0.6223  2.5690  -0.202
H  -1.2760  -0.2138  4.7451  0.263
H  -2.5303  -1.3965  4.3583  0.346
H  -0.5509  -2.8732  4.8908  0.452
H  0.4833  -1.6094  4.2803  0.090
H  -1.3365  -3.3012  2.4374  0.276
H  0.4357  -3.1776  2.4400  0.298
H  -2.5171  -0.8919  2.1672  0.236
H  -1.3212  0.4231  2.3699  0.154
N  1.7113  0.7966  2.5899  -0.116
C  2.8303  0.0789  2.5337  -0.339
C  3.8677  0.2556  3.4349  -0.883
C  3.6893  1.1023  4.5171  -0.195
C  2.5153  1.8321  4.5846  -1.039
C  1.5611  1.6479  3.5932  -0.406
H  2.8921  -0.6333  1.7169  0.514
H  4.7973  -0.2863  3.3140  0.418
H  4.4234  1.1311  5.3114  0.403
H  2.3065  2.5218  5.3918  0.417
H  0.6569  2.2477  3.5946  0.588

Output
Calculated total energy in eV: -69709.2739
Frontier orbital gap in eV: 8.48
E_HOMO in eV: -6.73
LUMO energy in eV: 1.8
Total charge: -1
Spin multiplicity: 1

[6]
Below is a molecular structure, CH2O4Pr at a distorted geometry, with properties calculated with ωB97M-V/def2-TZVPD.

Each line ends with the Mulliken charge.
Element x y z (Å)
O  -0.1074  -1.6486  0.5334  -0.735
C  1.1094  -1.2455  0.2580  0.742
O  1.8295  -0.6660  1.1217  -0.662
O  1.2452  -0.9975  -1.0157  -0.752
Pr  -1.2382  -0.6754  -1.3516  1.302
H  -0.1953  1.6028  0.5318  0.379
O  -0.9740  1.5023  -0.1491  -0.595
H  -1.6693  2.1279  0.0715  0.321

Output
Calculated total energy in eV: -23327.0980
Frontier orbital gap (alpha / beta) in eV: 5.76 / 5.73
E_HOMO (alpha / beta) in eV: -7.05 / -7.21
LUMO energy (alpha / beta) in eV: -1.3 / -1.5
Spin multiplicity: 4

The highest spin multiplicity belongs to which entry?
CH2O4Pr